The following is a DFT calculation (the ωB97M-V functional and the def2-TZVPD basis) of a structure of composition AlBH26O11 at a distorted geometry.

Atoms and positions in Å:
Al1 -2.694 1.555 -0.425
B1 -0.076 0.067 -0.373
H1 -0.410 -0.347 0.691
H2 -0.503 -0.471 -1.339
H3 -0.255 1.299 -0.518
H4 1.137 -0.089 -0.328
O1 0.086 -2.889 -0.102
H5 -0.697 -3.180 0.381
H6 -0.159 -2.017 -0.444
O2 -1.608 1.298 2.100
H7 -2.096 1.348 2.934
H8 -0.670 1.224 2.361
O3 2.371 -2.541 1.430
H9 2.897 -3.341 1.302
H10 1.545 -2.683 0.935
O4 -0.477 3.412 0.227
H11 0.168 3.984 -0.213
H12 -0.213 3.401 1.160
O5 -2.875 -1.073 0.497
H13 -3.006 -1.992 0.229
H14 -2.733 -1.104 1.455
O6 -0.652 -2.156 2.829
H15 0.133 -2.685 3.021
H16 -0.400 -1.605 2.084
O7 1.193 1.209 2.140
H17 0.790 0.734 1.404
H18 2.077 1.464 1.854
O8 -0.841 2.101 -2.649
H19 -1.107 2.213 -3.569
H20 0.101 1.835 -2.698
O9 1.722 1.135 -2.466
H21 2.405 1.744 -2.160
H22 1.323 0.745 -1.672
O10 -2.640 -0.154 -2.695
H23 -1.898 -0.768 -2.764
H24 -2.774 0.182 -3.591
O11 3.986 -0.664 -0.258
H25 3.617 -0.088 -0.939
H26 3.233 -1.104 0.168

Properties
**2S+1**: 1
**Charge**: +2
**HOMO level**: -16.87 eV
**ΔE to the lowest compared entry with this formula, charge and spin**: 0.0 kcal per mole
**Calculated total energy**: -1109.602827 hartree